Here is a structure of composition C26H42BF4N3O5PSTi in a non-equilibrium geometry from OMol25. Energies are from ωB97M-V with the def2-TZVPD basis set.

```
84
Properties=species:S:1:pos:R:3:forces:R:3:lowdin_charge:R:1
Ti -0.2197 1.2412 -1.1392 -0.695 0.951 1.466 0.844
O 0.4478 -1.6969 -3.0607 0.020 0.071 -0.077 0.074
C 1.0608 -0.6884 -2.7568 0.157 -0.331 -0.191 -0.558
O 0.4902 0.4866 -2.6122 0.511 -1.215 -1.522 -0.184
C 2.5438 -0.7045 -2.5628 0.045 0.191 0.141 -0.180
C 3.2961 -1.4872 -3.4347 -0.004 -0.046 -0.033 -0.045
C 4.6743 -1.5412 -3.3414 -0.016 -0.014 -0.019 -0.116
C 5.3030 -0.8100 -2.3356 0.040 -0.010 0.016 -0.115
C 4.5654 -0.0537 -1.4475 -0.056 -0.032 0.001 -0.133
C 3.1608 0.0262 -1.5236 0.028 0.059 -0.162 -0.612
S 2.2994 0.9256 -0.3062 0.313 0.089 0.256 0.685
H 2.7686 -2.0546 -4.1922 -0.006 0.005 0.004 0.112
H 5.2514 -2.1401 -4.0347 -0.003 -0.002 0.001 0.086
H 6.3833 -0.8400 -2.2433 -0.003 0.011 0.013 0.091
H 5.0534 0.4967 -0.6527 0.024 0.001 -0.013 0.086
O -0.6281 -0.1569 0.3841 0.059 0.134 -0.263 -0.317
P -0.5835 -1.3423 1.2713 0.027 -0.438 0.300 0.569
N 0.1917 -0.9412 2.6551 -0.200 0.101 -0.072 -0.177
C 0.3868 0.4574 3.0942 0.051 0.026 0.007 -0.162
C 0.7963 0.3059 4.5590 0.066 -0.059 -0.034 -0.159
C 1.4730 -1.0673 4.5977 -0.026 0.049 0.004 -0.171
C 0.5865 -1.9005 3.6760 0.026 -0.031 0.004 -0.203
N 0.1466 -2.6558 0.6174 0.108 0.212 0.146 -0.162
C -0.1858 -4.0732 0.7961 -0.033 0.020 -0.075 -0.199
C 1.1352 -4.7953 0.5173 0.035 0.020 -0.064 -0.172
C 1.8640 -3.8432 -0.4350 -0.076 0.019 0.077 -0.156
C 1.5428 -2.4851 0.1670 -0.080 -0.089 -0.201 -0.188
N -2.1014 -1.9065 1.6874 0.176 0.077 -0.139 -0.178
C -2.9968 -2.2388 0.5552 -0.048 -0.049 -0.002 -0.174
C -4.4250 -2.1111 1.1250 0.024 0.015 0.066 -0.158
C -4.2322 -1.7254 2.6000 0.057 -0.011 -0.068 -0.173
C -2.8691 -1.0481 2.6025 -0.054 -0.018 0.048 -0.202
H -0.5174 1.0508 2.9693 0.030 -0.025 0.015 0.099
H 1.1767 0.9254 2.5036 -0.004 -0.013 -0.018 0.097
H -0.0841 0.3046 5.2072 -0.015 0.005 -0.010 0.108
H 1.4523 1.1146 4.8768 -0.021 0.016 0.021 0.111
H 1.5482 -1.4909 5.5995 0.012 0.003 0.002 0.103
H 2.4759 -0.9946 4.1714 0.003 -0.019 0.002 0.114
H -0.2815 -2.2944 4.2243 -0.003 -0.002 -0.003 0.110
H 1.1127 -2.7509 3.2332 -0.001 0.008 -0.011 0.104
H -0.9395 -4.3762 0.0633 -0.010 -0.021 0.014 0.101
H -0.5825 -4.2774 1.7921 -0.008 -0.002 0.013 0.106
H 0.9745 -5.7893 0.0999 -0.004 -0.019 0.022 0.104
H 1.7096 -4.9017 1.4415 -0.005 -0.007 0.013 0.104
H 1.4372 -3.8934 -1.4386 0.011 -0.018 -0.024 0.114
H 2.9360 -4.0250 -0.4976 0.007 -0.005 -0.014 0.113
H 1.6135 -1.6674 -0.5465 0.017 -0.153 0.210 0.053
H 2.2080 -2.2555 1.0093 -0.035 0.037 -0.003 0.120
H -2.7824 -3.2465 0.1996 -0.011 0.009 0.013 0.094
H -2.8473 -1.5495 -0.2809 0.014 0.031 -0.005 0.111
H -4.9867 -3.0389 1.0198 -0.022 0.016 -0.025 0.099
H -4.9699 -1.3298 0.5951 0.003 -0.003 -0.011 0.102
H -4.1862 -2.6214 3.2223 -0.025 0.014 0.022 0.106
H -5.0226 -1.0770 2.9767 -0.007 -0.007 0.008 0.106
H -2.3983 -1.0211 3.5856 0.009 -0.002 -0.006 0.109
H -2.9507 -0.0187 2.2284 0.028 0.001 -0.008 0.121
F -0.2797 2.5527 0.4311 0.062 0.202 0.341 -0.022
B -0.5420 3.5466 1.4940 -0.032 0.159 0.025 -1.237
F -1.0138 4.6873 0.8516 0.007 -0.040 0.026 0.136
F -1.5003 2.9918 2.3335 -0.036 0.053 -0.002 0.127
F 0.6528 3.7734 2.1466 0.005 -0.022 -0.008 0.149
C 1.0760 5.3829 -1.7893 -0.051 -0.047 -0.035 -0.148
C -0.0395 5.3607 -2.8342 0.023 -0.039 0.050 -0.151
C -0.7306 4.0509 -2.4977 -0.018 0.095 -0.063 -0.175
O 0.3335 3.1521 -2.1332 -0.003 0.197 0.202 -0.252
C 1.4892 3.9171 -1.7083 0.075 0.139 -0.044 -0.176
H 0.6748 5.7077 -0.8289 0.010 0.006 0.003 0.109
H 1.9135 6.0246 -2.0621 0.002 0.012 0.014 0.109
H 0.3724 5.3332 -3.8461 -0.004 -0.006 -0.003 0.112
H -0.7199 6.2080 -2.7515 0.005 0.011 -0.026 0.112
H -1.2711 3.5999 -3.3280 -0.014 -0.030 0.021 0.123
H -1.4062 4.1738 -1.6493 0.008 -0.028 0.012 0.119
H 2.3077 3.6769 -2.3899 -0.013 -0.041 -0.002 0.127
H 1.7743 3.6111 -0.7064 -0.020 -0.051 0.004 0.076
C -2.1629 0.5374 -3.8053 0.013 -0.045 -0.116 -0.110
O -2.8463 1.0816 -2.6992 -0.096 0.057 0.150 -0.191
C -2.0935 1.3852 -1.5739 -0.453 -0.117 -0.512 -0.348
C -3.1113 1.8339 -0.5502 0.149 0.031 0.133 -0.080
H -1.6859 -0.4137 -3.5595 0.000 0.038 0.007 0.073
H -1.3885 1.2206 -4.1705 -0.006 -0.028 0.018 0.082
H -2.9116 0.3860 -4.5842 -0.004 0.011 -0.011 0.083
H -3.8900 2.4340 -1.0319 0.016 0.029 -0.020 0.078
H -2.6706 2.4125 0.2592 -0.026 -0.043 0.017 0.050
H -3.6055 0.9639 -0.0984 -0.032 -0.056 -0.018 0.059
```
Positions in Å, forces in eV/Å.

Output
- Total charge: -1
- Orbital gap (alpha / beta): 0.2127 / 0.2126 Eh
- HOMO energy (alpha / beta): -3.20 / -3.20 eV
- Energy: -97150.157 eV

***

Here is a cluster of 16 separate species, C26H42Cl30N2O2 in total in a non-equilibrium geometry from OMol25. Energies are from ωB97M-V with the def2-TZVPD basis set.

```
102
Properties=species:S:1:pos:R:3:forces:R:3:lowdin_charge:R:1
C 5.0248 -0.6150 -1.6383 1.287 0.645 0.004 -0.091
C 5.3511 -0.3876 -3.1806 -0.551 0.673 -0.261 -0.371
O 6.7331 -0.7213 -3.5258 -0.586 -0.212 0.694 -0.117
C 4.3839 -1.1611 -4.2165 -1.010 0.042 0.118 -0.138
C 2.8780 -1.4322 -3.7215 -1.881 -2.450 0.875 -0.165
C 2.3454 -2.9050 -3.8687 -1.681 3.305 2.490 -0.191
C 0.8763 -3.2386 -3.4528 0.677 4.638 0.803 -0.138
C 0.0004 -2.0818 -2.9112 2.622 -0.438 -0.749 -0.113
C 0.4986 -0.6065 -2.7291 0.284 -2.277 -0.766 -0.227
N -0.4526 0.3335 -2.1945 5.782 2.539 -0.867 0.078
C 0.1952 1.6095 -2.0558 0.122 -1.548 -0.385 -0.050
C 1.6517 1.9541 -2.4566 0.034 -2.464 -0.889 -0.265
O 2.1335 3.2795 -2.2364 -1.281 -2.045 -0.789 -0.052
N 2.5388 1.0110 -3.0285 -4.565 0.345 1.863 0.158
C 1.9546 -0.2992 -3.1413 0.150 -0.955 -0.414 -0.140
H 4.5621 0.3437 -1.2004 0.359 -1.723 -0.665 0.089
H 4.4279 -1.5384 -1.4222 0.490 1.118 -0.329 0.000
H 6.0348 -0.7257 -1.0898 -1.450 0.137 -0.772 0.086
H 5.2548 0.7388 -3.4002 0.155 -1.783 0.330 0.107
H 7.0977 -1.3557 -2.8733 -0.649 0.411 -0.466 0.027
H 4.8585 -2.1648 -4.5095 -0.756 1.507 0.696 0.080
H 4.2897 -0.5597 -5.1961 0.334 -0.757 1.488 0.108
H 2.9867 -3.7505 -4.2911 -0.809 1.597 0.824 0.094
H 0.4313 -4.2793 -3.5617 0.824 1.586 0.186 0.071
H -1.1005 -2.3517 -2.6392 3.185 1.638 -0.074 -0.043
H -0.4323 2.4533 -1.5985 1.045 -1.400 -0.832 0.121
H 2.1471 3.7417 -3.1046 0.121 -0.501 0.616 0.029
C -0.9814 0.4066 1.3927 0.188 0.026 -0.250 -1.027
Cl -0.2976 -0.5578 2.7073 -0.012 0.022 -0.028 0.521
Cl -2.7349 0.1983 1.2913 -0.090 0.006 -0.086 0.527
H -0.7602 1.4552 1.5723 -0.108 -0.236 0.063 -0.053
H -0.5331 0.0910 0.4518 -0.152 -0.079 0.127 0.003
C 3.8157 4.5160 -5.7073 0.718 0.143 0.049 -1.013
Cl 4.4386 3.4945 -4.4046 0.117 0.118 -0.173 0.578
Cl 2.0631 4.3774 -5.8251 -0.351 0.001 -0.082 0.542
H 4.0716 5.5543 -5.5020 -0.132 -0.151 0.087 0.037
H 4.2670 4.2028 -6.6497 -0.306 0.050 0.546 -0.090
C -3.8894 -3.8503 -2.9147 -0.201 -0.143 0.142 -0.967
Cl -2.1785 -3.7000 -3.3409 -1.764 -1.343 -0.473 0.662
Cl -4.8291 -4.5150 -4.2563 -0.093 0.011 0.063 0.510
H -3.9828 -4.5123 -2.0555 0.071 0.022 -0.195 0.032
H -4.2781 -2.8645 -2.6650 0.128 -0.094 -0.160 0.037
C 9.7629 -1.9873 -3.5365 0.023 0.329 -0.063 -1.027
Cl 8.8619 -3.3511 -2.8596 -0.089 0.051 0.097 0.524
Cl 11.0241 -2.5405 -4.6443 0.018 0.075 0.008 0.509
H 9.0729 -1.3425 -4.0792 0.044 -0.200 0.013 0.013
H 10.2257 -1.4313 -2.7231 -0.007 -0.207 -0.083 0.033
C -4.9035 3.3253 1.2112 0.293 0.086 0.112 -1.021
Cl -5.7732 4.1308 2.5229 0.060 0.102 -0.082 0.508
Cl -6.0197 2.6733 0.0033 0.074 0.032 -0.194 0.533
H -4.2465 4.0468 0.7288 -0.206 -0.058 0.025 0.030
H -4.3137 2.5092 1.6263 -0.179 0.053 -0.019 -0.039
C -1.2605 2.3879 -6.7165 0.158 0.098 -0.100 -1.039
Cl -0.6002 1.4061 -5.4038 0.089 0.035 -0.080 0.541
Cl -3.0158 2.2138 -6.8269 0.022 0.073 -0.081 0.514
H -1.0202 3.4337 -6.5311 -0.113 -0.153 0.065 0.013
H -0.8138 2.0680 -7.6565 -0.132 -0.058 0.144 0.024
C 2.7316 -2.5404 1.2272 -0.223 -0.121 0.157 -0.976
Cl 4.2330 -1.6604 1.5412 0.063 -0.074 0.153 0.516
Cl 2.2795 -2.4554 -0.4790 -0.211 -0.211 0.330 0.625
H 2.8691 -3.5836 1.5064 0.085 0.155 -0.130 0.031
H 1.9340 -2.1006 1.8240 0.147 0.061 -0.139 -0.023
C -6.6078 0.4840 2.7408 -0.211 0.105 -0.033 -1.011
Cl -5.4910 1.0243 4.0000 0.040 0.000 0.069 0.517
Cl -6.4206 -1.2447 2.4189 -0.046 -0.032 -0.053 0.509
H -7.6283 0.6745 3.0685 0.180 -0.093 0.045 0.037
H -6.4053 1.0371 1.8274 0.039 -0.174 0.155 -0.059
C -5.7440 -1.7132 6.5628 0.133 0.115 -0.283 -1.025
Cl -4.1335 -2.1157 7.1685 -0.004 0.021 -0.083 0.511
Cl -6.9565 -1.8294 7.8453 -0.183 -0.002 -0.115 0.535
H -5.7331 -0.6944 6.1779 0.000 -0.173 0.187 -0.026
H -6.0054 -2.4059 5.7648 0.021 0.025 0.203 0.023
C 2.9851 2.9864 -9.1902 -0.278 -0.168 0.065 -1.010
Cl 4.5025 3.8210 -8.8297 0.123 -0.109 -0.446 0.574
Cl 2.5797 3.1081 -10.9055 -0.050 -0.051 0.068 0.520
H 3.0887 1.9356 -8.9248 0.104 0.160 -0.100 0.028
H 2.1863 3.4379 -8.6047 0.170 0.046 -0.115 -0.004
C 2.4474 2.7541 3.2858 0.285 0.044 0.103 -0.996
Cl 0.7385 2.9442 2.8727 0.037 0.326 0.111 0.543
Cl 2.9429 1.0622 3.1847 0.129 0.149 0.001 0.496
H 3.0462 3.3408 2.5914 -0.167 -0.154 -0.003 0.030
H 2.6074 3.1097 4.3022 -0.149 -0.116 -0.118 0.029
C -7.0089 -1.3840 11.4621 -0.153 -0.232 -0.172 -1.025
Cl -5.4148 -1.6728 12.1688 0.002 -0.063 -0.029 0.513
Cl -7.5401 0.2789 11.7391 -0.092 0.007 -0.009 0.514
H -6.9578 -1.5634 10.3899 0.134 0.146 0.229 -0.056
H -7.7260 -2.0650 11.9171 0.139 0.176 0.071 0.032
C 2.9714 -2.3410 -7.6338 -0.392 0.003 -0.393 -0.948
Cl 4.6059 -2.7754 -7.1207 0.051 -0.110 -0.248 0.558
Cl 1.8127 -2.4469 -6.2964 -0.198 0.222 -1.893 0.673
H 2.9797 -1.3208 -8.0144 0.056 -0.115 0.166 0.022
H 2.6617 -3.0250 -8.4221 0.100 0.041 0.157 0.026
C -7.6677 3.7389 9.8341 0.039 -0.037 0.232 -1.039
Cl -9.0400 4.5397 9.0592 -0.043 0.022 0.090 0.498
Cl -6.5177 3.1357 8.6358 0.052 -0.046 0.077 0.493
H -7.1615 4.4528 10.4815 -0.056 -0.041 -0.205 0.028
H -8.0346 2.9011 10.4242 0.017 0.067 -0.212 -0.014
C -2.0489 -3.2653 13.6911 -0.116 0.197 -0.001 -1.038
Cl -2.2951 -4.6334 14.7829 -0.078 0.057 0.045 0.497
Cl -0.7469 -3.5905 12.5410 -0.022 0.096 -0.036 0.498
H -2.9697 -3.0834 13.1399 0.148 -0.155 0.032 -0.014
H -1.7904 -2.3862 14.2786 0.059 -0.198 -0.050 0.028
```
Positions in Å, forces in eV/Å.

Output
- Total charge: 0
- Orbital gap: 0.2613 Eh
- HOMO energy: -7.98 eV
- Energy: -410384.658 eV